Record 1
Molecular formula: C34H54BHfN8S
Method: DFT, wB97M-V/def2-TZVPD

XYZ file:
```
99
Properties=species:S:1:pos:R:3:forces:R:3:mulliken_charge:R:1
Hf 0.15299 -0.03870 0.87702 0.0 0.1 0.8 -0.2742
C -1.80233 1.86481 2.18856 0.2 -0.2 0.1 -0.5863
C -2.15444 2.93832 1.18639 0.1 0.1 0.0 0.5935
C -3.66341 3.03649 0.95054 0.0 0.0 0.0 -1.5294
C -1.44352 2.65029 -0.09929 0.0 -0.1 0.2 -0.4027
C -1.43510 3.35662 -1.26567 0.0 0.0 0.0 -1.1659
C -0.76636 2.57387 -2.21757 -0.1 -0.1 -0.1 0.1781
C -0.50841 3.07257 -3.61510 0.0 0.1 0.1 0.7296
C -1.82054 3.24438 -4.39000 0.0 0.0 0.0 -1.3091
C 0.55559 2.36361 -4.43485 0.0 -0.1 0.0 -1.5502
N -0.40943 1.42249 -1.63321 0.3 0.0 0.1 0.7665
N -0.75191 1.47538 -0.28050 -0.1 0.0 -0.4 -0.5435
B 0.03170 0.04298 -2.22820 0.0 0.0 0.0 1.2208
N -0.93149 -1.06810 -1.67725 0.0 0.2 0.1 0.9794
N -0.79588 -1.45636 -0.34087 -0.1 -0.2 -0.4 -0.3557
C -1.57438 -2.57484 -0.17374 0.1 0.1 0.1 -0.5328
C -2.21982 -2.84885 -1.34252 0.0 0.0 0.0 -0.8575
C -1.81880 -1.87856 -2.27091 0.1 0.0 -0.1 0.0902
C -2.40599 -1.82247 -3.65631 -0.1 -0.1 0.1 0.6417
C -2.28668 -0.51640 -4.42256 0.0 0.1 0.0 -1.3966
C -1.96150 -3.03165 -4.48825 0.0 0.0 0.0 -1.3379
C -1.58855 -3.31392 1.12217 -0.1 0.0 0.0 0.2563
C -0.98075 -4.71170 0.96619 0.0 0.0 0.0 -1.4653
C -0.86296 -2.49884 2.16753 0.1 0.0 0.0 -1.2011
N 1.48368 -0.27649 -1.75381 -0.1 -0.1 0.1 0.6833
N 1.84127 -0.08097 -0.40792 0.1 0.0 -0.4 -0.6100
C 3.21052 -0.24993 -0.35743 -0.1 0.0 0.1 -0.4937
C 3.67270 -0.58460 -1.59294 0.0 0.0 0.0 -0.8079
C 2.57186 -0.61667 -2.45492 -0.1 0.0 -0.1 0.0746
C 2.72518 -1.03948 -3.89318 0.1 -0.1 0.1 0.5720
C 1.49797 -1.53458 -4.63802 -0.1 0.0 0.0 -1.4382
C 3.49840 0.01851 -4.68985 0.0 0.0 0.0 -1.3488
C 4.02766 -0.02742 0.87417 0.0 -0.1 -0.1 0.4780
C 4.82687 1.27375 0.75409 0.0 0.0 0.0 -1.5207
C 3.13117 -0.03408 2.08108 -0.2 0.0 0.1 -0.5320
H -2.24792 1.98859 3.17580 -0.1 0.1 0.0 0.6943
H -2.13919 0.86584 1.84702 0.0 0.1 0.0 0.2164
H -0.71839 1.88553 2.37532 0.0 0.0 -0.1 -0.6153
H -1.79443 3.89803 1.57104 0.0 0.0 0.0 0.5144
H -4.05939 2.09027 0.57907 0.0 0.0 0.0 0.3735
H -4.17356 3.28175 1.88051 0.0 0.0 0.0 0.4257
H -3.90148 3.81009 0.22451 0.0 0.0 0.0 0.4249
H -1.86957 4.32418 -1.44238 0.0 0.1 0.0 0.7007
H -0.13559 4.08537 -3.41546 0.0 0.0 0.0 0.6293
H -2.29696 2.28739 -4.59200 0.0 0.0 0.0 0.2037
H -2.52925 3.87671 -3.85890 0.0 0.0 0.0 0.4480
H -1.60715 3.71779 -5.34641 0.0 0.0 0.0 0.4347
H 0.16854 1.47219 -4.92430 0.0 0.0 0.0 0.2327
H 0.90026 3.03732 -5.21697 0.0 0.0 0.0 0.4853
H 1.41922 2.08988 -3.82927 0.0 0.0 0.0 0.2885
H -0.01110 0.07775 -3.38841 0.0 0.0 -0.1 -0.9054
H -2.91871 -3.64414 -1.52990 -0.1 -0.1 0.0 0.7525
H -3.47237 -1.97250 -3.44594 0.0 0.0 0.0 0.6325
H -1.32617 -0.42165 -4.92555 0.0 0.0 0.0 0.1831
H -3.05759 -0.48972 -5.19022 0.0 0.0 0.0 0.5059
H -2.43448 0.34804 -3.77621 0.0 0.0 0.0 0.2026
H -0.89714 -2.99936 -4.71160 0.0 0.0 0.0 0.2406
H -2.17912 -3.97283 -3.98687 0.0 0.0 0.0 0.4455
H -2.50026 -3.02783 -5.43367 0.0 0.0 0.0 0.4329
H -2.63262 -3.41571 1.43601 0.0 0.0 0.0 0.5470
H 0.07108 -4.64701 0.68394 0.0 0.0 0.0 0.3670
H -1.05389 -5.26017 1.90325 0.0 0.0 0.0 0.4304
H -1.49996 -5.28348 0.20092 0.0 0.0 0.0 0.4348
H 0.20645 -2.37210 1.89236 0.0 0.0 0.0 0.3530
H -1.38172 -1.54371 2.34840 0.0 0.0 -0.1 0.2334
H -0.82431 -2.97548 3.14754 0.0 0.0 0.0 0.6349
H 4.68962 -0.80618 -1.86405 0.1 0.0 0.0 0.7530
H 3.39983 -1.89849 -3.78927 0.0 0.0 0.0 0.6512
H 0.91837 -0.71666 -5.06113 0.0 0.0 0.0 0.1930
H 1.82332 -2.16058 -5.46657 0.0 0.0 0.0 0.4828
H 0.85018 -2.13709 -4.00265 0.0 0.0 0.0 0.2001
H 2.92144 0.93363 -4.80832 0.0 0.0 0.0 0.2271
H 4.44932 0.26816 -4.22279 0.0 0.0 0.0 0.4526
H 3.70968 -0.37211 -5.68329 0.0 0.0 0.0 0.4236
H 4.72508 -0.86674 0.95450 0.0 0.1 0.0 0.5184
H 4.15779 2.13338 0.67249 0.0 0.0 0.0 0.3399
H 5.45891 1.40893 1.63020 0.0 0.0 0.0 0.4240
H 5.46688 1.26707 -0.12431 0.0 0.0 0.0 0.4437
H 2.36680 0.75814 1.95505 0.1 0.0 0.0 -0.8533
H 2.63854 -1.00092 2.23016 0.0 0.1 0.0 0.3350
H 3.64016 0.20174 3.01564 0.0 0.0 0.0 0.5972
N 1.27490 2.33078 3.94496 0.0 -0.1 -0.1 -0.3058
C 0.74035 1.22236 4.48303 -0.2 0.0 0.2 0.5919
S 0.29366 -0.18793 3.56150 0.1 0.1 0.0 -0.0156
N 0.46609 1.23080 5.77211 0.2 0.2 0.0 -0.1024
C -0.10766 0.20396 6.60830 -0.1 0.1 -0.1 0.3049
C 0.40324 -1.08185 6.63255 0.0 0.0 0.2 -0.0083
C -0.16686 -2.00013 7.50282 0.0 0.0 0.0 -0.7605
C -1.21146 -1.62876 8.33653 0.0 0.0 0.0 -0.5445
C -1.68802 -0.32512 8.32058 0.0 0.0 0.0 -0.6268
C -1.13293 0.60225 7.45341 -0.1 -0.2 0.0 -0.5867
H 1.68814 2.29751 3.03093 0.0 0.0 0.0 0.0914
H 1.57396 3.09771 4.53069 0.0 0.0 0.0 0.2382
H 0.63167 2.10422 6.26316 0.1 -0.1 0.0 0.3193
H 1.25932 -1.36200 6.03665 0.0 0.0 -0.1 0.5804
H 0.23171 -3.00273 7.55003 0.0 -0.1 0.0 0.4278
H -1.64107 -2.35045 9.01615 0.0 0.0 0.0 0.4290
H -2.48316 -0.02442 8.98642 0.0 0.0 0.0 0.4129
H -1.49640 1.62099 7.44005 0.0 0.1 0.0 0.4147
```
Forces are in eV/Å.

The calculation puts the frontier orbital gap at 7.18 eV. Its net charge is +3. The calculation puts the HOMO energy at -16.01 eV. The LUMO energy is -8.828 eV.

Record 2
Molecular formula: C34H55BrEuN3OP2
Method: DFT, wB97M-V/def2-TZVPD

XYZ file:
```
97
Properties=species:S:1:pos:R:3:forces:R:3:mulliken_spin:R:1
C -2.18945 1.16692 -2.03642 -0.5 -0.1 -0.3 -0.0007
C -2.22207 -1.07294 -1.31662 0.8 -0.8 0.3 -0.0103
C -3.34708 0.97904 -2.79100 0.6 1.0 0.2 0.0001
C -3.46677 -1.26608 -1.97612 -0.6 0.4 -0.3 0.0011
C -4.02265 -0.24299 -2.71599 0.2 -0.8 0.5 0.0001
H -3.71342 1.80361 -3.39736 0.0 -0.2 0.1 -0.0002
H -3.91688 -2.25736 -1.90595 0.0 0.4 -0.1 -0.0003
H -4.96660 -0.39364 -3.23866 0.2 0.1 0.1 -0.0001
N -1.66145 0.18415 -1.28663 0.4 -0.2 0.0 -0.0295
P -0.60410 2.90111 -0.45677 -0.1 -0.5 0.1 0.0548
P 0.02968 -2.69080 -0.31311 -0.2 0.5 0.3 0.0083
C -1.47326 2.53176 -2.04758 -0.1 -0.4 -0.3 -0.0010
H -0.72964 2.52700 -2.85941 -0.2 -0.1 0.3 -0.0014
H -2.19120 3.32512 -2.29557 0.2 -0.3 0.0 0.0013
C -1.60596 -2.22770 -0.72732 -1.3 0.5 0.6 0.0025
H -2.33224 -3.03871 -0.57242 0.2 0.2 -0.3 0.0016
C 0.60902 -3.77420 -1.77400 0.0 -0.1 0.8 -0.0026
C -0.22098 -3.68154 1.31524 0.2 0.1 -1.1 -0.0190
C 0.98392 3.89926 -0.85156 -0.7 0.2 0.1 -0.0241
C -1.96051 3.81513 0.50023 0.6 0.2 -0.2 -0.0163
C 2.14717 -3.68342 -1.73958 -0.1 -0.2 -0.3 0.0001
H 2.55910 -4.06229 -0.79111 -0.1 0.1 -0.3 -0.0002
H 2.57778 -4.27309 -2.56192 0.0 0.1 0.1 0.0001
H 2.46796 -2.63846 -1.85751 0.0 -0.3 0.1 0.0024
C 0.11808 -5.22302 -1.68562 0.2 -0.2 -0.4 -0.0004
H 0.50746 -5.77093 -0.81851 -0.1 0.2 -0.2 -0.0001
H -0.97976 -5.27424 -1.69127 0.3 0.0 0.1 0.0000
H 0.46644 -5.75820 -2.58352 -0.1 0.0 0.2 0.0000
C 0.03206 -3.16749 -3.06125 0.1 -0.1 0.1 0.0007
H 0.40852 -3.73217 -3.92863 0.0 0.1 0.2 0.0003
H -1.06561 -3.22595 -3.06258 0.4 0.1 0.0 -0.0001
H 0.32853 -2.11663 -3.17316 -0.3 -0.3 0.0 0.0015
C 1.12211 -4.32613 1.69806 -0.1 -0.1 0.2 0.0006
H 1.92206 -3.58211 1.81552 -0.2 -0.1 -0.1 -0.0003
H 0.99148 -4.84030 2.66149 0.2 0.1 -0.1 0.0000
H 1.45350 -5.07925 0.96851 -0.1 0.3 0.2 0.0000
C -0.64163 -2.65010 2.37966 0.0 -0.2 0.0 0.0153
H 0.11400 -1.86120 2.53302 0.0 -0.2 0.0 0.0022
H -1.60744 -2.18373 2.13533 0.2 -0.2 -0.1 -0.0011
H -0.76418 -3.17586 3.33741 0.1 0.2 -0.1 -0.0001
C -1.30557 -4.75909 1.23802 0.0 -0.2 0.4 -0.0001
H -1.11147 -5.52683 0.48325 0.0 0.3 0.2 -0.0003
H -1.32847 -5.26723 2.21373 -0.1 0.0 -0.2 0.0002
H -2.30241 -4.34075 1.06481 0.2 0.0 0.0 -0.0004
C -1.45303 4.12313 1.92262 -0.2 0.1 -0.1 0.0049
H -2.23631 4.69561 2.44363 0.3 -0.2 0.0 0.0002
H -1.26903 3.19977 2.49322 0.0 0.3 -0.2 -0.0028
H -0.53505 4.72686 1.92257 -0.3 -0.2 0.1 0.0005
C -3.16523 2.85717 0.59812 0.1 0.1 0.0 0.0029
H -3.57195 2.60383 -0.39108 0.1 0.0 0.3 -0.0002
H -2.90540 1.92762 1.13091 -0.2 0.3 -0.4 -0.0021
H -3.95935 3.36031 1.17280 0.2 -0.1 -0.1 -0.0001
C -2.39568 5.10370 -0.20488 -0.3 0.3 0.3 0.0002
H -3.30053 5.47704 0.29946 0.2 0.0 -0.2 0.0000
H -1.64118 5.89445 -0.13166 -0.3 -0.3 0.0 -0.0002
H -2.64960 4.95300 -1.26183 0.1 0.0 0.3 0.0000
C 1.35381 3.75837 -2.33450 0.2 -0.1 0.0 0.0034
H 0.63939 4.27486 -2.99250 0.2 -0.2 0.2 -0.0002
H 2.34022 4.22181 -2.49357 -0.2 -0.1 0.0 -0.0002
H 1.43349 2.70492 -2.63619 -0.1 0.3 0.1 -0.0005
C 2.10587 3.28534 0.01920 -0.1 0.1 -0.1 0.0290
H 2.32268 2.24348 -0.27625 -0.1 0.3 0.1 -0.0024
H 3.02446 3.87001 -0.13429 -0.1 -0.2 0.1 -0.0003
H 1.85952 3.30650 1.09383 0.0 0.0 -0.3 -0.0009
C 0.82184 5.38978 -0.54509 0.5 0.3 -0.1 -0.0014
H 0.06052 5.85818 -1.18257 0.2 -0.2 0.2 -0.0001
H 0.59864 5.59427 0.50920 0.0 0.0 -0.3 -0.0003
H 1.77628 5.88890 -0.77221 -0.2 0.0 0.1 0.0003
Eu 0.16155 0.18476 0.58169 -1.2 -0.7 -0.3 6.9604
C -1.52068 0.79423 2.75306 -2.5 -0.7 3.2 0.0319
O -2.25562 0.67085 3.63129 2.3 0.5 -2.8 0.0041
N 1.40913 -0.10365 -1.47519 1.2 -0.8 -3.6 -0.0378
C 1.80012 -0.39529 -2.54344 1.1 2.0 1.8 0.0067
C 2.73202 -0.34676 -3.77546 -0.6 -0.6 -0.2 0.0061
C 2.27009 -1.34653 -4.82978 -0.2 -0.4 -0.3 0.0006
C 2.72502 1.04390 -4.40105 -0.2 0.6 0.1 0.0006
C 4.16073 -0.67427 -3.35564 0.3 -0.1 0.6 0.0012
H 2.32369 -2.37625 -4.44966 -0.2 0.3 -0.1 -0.0001
H 1.24760 -1.11196 -5.15796 0.2 -0.2 0.1 0.0000
H 2.92282 -1.29028 -5.71248 -0.1 0.1 0.3 -0.0001
H 3.15430 1.79316 -3.72610 -0.2 -0.1 -0.1 -0.0001
H 3.34753 1.03632 -5.30639 -0.2 -0.2 0.3 0.0001
H 1.71505 1.34638 -4.70259 0.2 0.0 0.1 0.0000
H 4.82008 -0.59784 -4.22907 -0.3 0.0 0.1 0.0000
H 4.52321 0.03827 -2.60437 -0.1 -0.2 -0.1 -0.0002
H 4.25022 -1.69214 -2.96317 0.0 0.2 0.0 0.0000
Br 6.09517 -1.78352 2.20571 -0.5 0.3 0.0 -0.0001
C 4.49701 -0.80838 2.53859 -0.2 0.1 -0.1 0.0001
C 4.41804 0.04226 3.64841 -0.5 -0.2 -0.5 0.0016
C 3.22288 0.72064 3.88148 -0.4 0.0 -0.3 0.0034
C 2.14498 0.53396 3.00496 0.8 -0.7 -0.4 0.0194
N 2.23356 -0.28334 1.92880 1.3 0.1 0.6 -0.0059
C 3.40105 -0.94076 1.67983 -0.6 0.7 0.7 0.0074
H 5.27486 0.15603 4.29778 -0.1 0.0 0.0 0.0001
H 3.09682 1.39307 4.72557 0.2 -0.2 -0.1 0.0000
H 1.17835 1.04341 3.16347 0.5 -0.2 0.0 -0.0128
H 3.42711 -1.56683 0.78709 0.0 0.1 0.3 -0.0012
```
Forces are in eV/Å.

The calculation puts the frontier orbital gap (spin up / spin down) at 5.56 / 5.60 eV. Its net charge is +1. The relative energy (zero: lowest compared OMol25 entry of this formula, charge and spin) comes out at 0.00 kJ/mol. As for the spin multiplicity: 8. The calculation puts the HOMO energy (spin up / spin down) at -8.27 / -8.30 eV. The LUMO energy (spin up / spin down) is -2.704 / -2.697 eV.

no.,energy (eV)
1,-60854.7361
2,-150612.6087